(1)
21
Properties=species:S:1:pos:R:3:forces:R:3 method="wB97M-V/def2-TZVPD" total_energy_ev=-14025.7913 homo_lumo_gap_ev=8.47 smiles="O=C=[N+]([O-])O.C=CC(C)C"
O -3.385 -1.373 0.779 -0.08 0.58 -0.14
C -3.181 -0.303 0.369 0.05 -0.49 -0.13
N -2.906 0.810 -0.149 1.03 0.57 2.05
O -2.933 1.217 -1.316 -0.57 0.04 -2.10
O -2.267 1.688 0.799 0.21 -2.91 1.59
H -2.402 2.523 0.422 -0.61 2.21 -1.29
C -0.159 -1.616 -1.309 -2.45 -1.00 0.73
C 0.361 -1.154 -0.207 -0.14 2.05 2.08
C 1.513 -0.184 -0.270 0.76 -1.95 1.56
C 1.046 1.222 0.085 -1.01 -0.50 -0.55
C 2.492 -0.628 0.892 -2.38 5.11 -0.61
H -1.147 -2.090 -1.384 0.59 -0.15 0.16
H 0.307 -1.368 -2.200 0.86 0.19 -1.77
H -0.082 -1.100 0.860 0.23 -0.85 -1.87
H 2.009 -0.327 -1.244 -0.20 0.75 0.20
H 0.434 1.537 -0.807 0.56 0.52 1.23
H 1.990 1.703 0.240 0.16 1.32 -0.30
H 0.474 1.317 1.077 0.59 -0.48 -1.60
H 2.952 -1.484 0.646 1.74 -3.13 -0.29
H 1.717 -0.650 1.656 0.90 -0.56 0.93
H 3.166 0.260 1.062 -0.25 -1.31 0.13

=====

(2)
23
Properties=species:S:1:pos:R:3:forces:R:3 method="wB97M-V/def2-TZVPD" total_energy_ev=-26911.6267 homo_lumo_gap_ev="7.70 / 7.69" smiles="COC(C)(C)C(C(N)=O)=S(=O)=O"
C 0.919 1.518 -1.428 1.66 -1.21 1.82
O 0.293 0.209 -1.691 0.26 2.70 -0.54
C -0.457 -0.327 -0.632 -2.08 -0.07 0.03
C -1.644 0.577 -0.262 -0.49 -1.51 0.10
C -0.942 -1.604 -1.263 -0.86 -1.28 -0.58
C 0.378 -0.577 0.574 2.02 1.79 0.74
C 0.261 0.364 1.804 -0.23 -0.89 0.79
N -0.329 -0.207 2.909 -0.98 -2.85 -3.96
O 0.723 1.470 1.766 0.11 1.04 0.37
S 2.000 -0.553 0.154 -0.72 -2.20 3.70
O 2.299 -1.380 -0.952 1.14 -0.15 -1.28
O 2.881 -0.412 1.299 -0.06 0.29 -1.37
H 0.693 2.295 -2.171 -0.09 -0.62 0.11
H 2.043 1.256 -1.429 -1.28 0.91 -0.53
H 0.787 1.900 -0.343 -0.31 -0.53 -1.88
H -2.483 0.321 -0.967 0.63 0.55 0.91
H -1.313 1.585 -0.378 -0.23 0.84 0.12
H -1.890 0.363 0.813 -0.37 0.41 -1.15
H -1.339 -1.197 -2.246 0.91 -1.33 0.64
H -1.815 -2.168 -0.824 0.83 0.99 0.22
H -0.080 -2.327 -1.227 -0.92 0.66 -1.02
H -0.740 -1.144 2.652 0.81 1.49 1.11
H -0.244 0.037 3.842 0.24 0.97 1.66